Version i
Formula: CH3NS2
Source: OMol25
Level of theory: the ωB97M-V functional and the def2-TZVPD basis

SMILES string: S=CNS
Total charge: 0
Lowest unoccupied orbital energy (eV): -1.43
HOMO energy (eV): -8.6

Geometry as XYZ:
```
7
CH3NS2 the ωB97M-V functional and the def2-TZVPD basis
C 0.40 0.16 0.80
N 0.40 -0.17 -0.45
S 1.73 -0.23 1.65
S -1.43 -0.26 -1.54
H -0.54 0.28 1.38
H 1.17 -0.73 -0.95
H -1.73 0.95 -0.89
```

Version ii
Formula: CH3NS2
Source: OMol25
Level of theory: the ωB97M-V functional and the def2-TZVPD basis

Total charge: 0
Lowest unoccupied orbital energy (eV): -0.23
HOMO energy (eV): -9.1

Geometry as XYZ:
```
7
CH3NS2 the ωB97M-V functional and the def2-TZVPD basis
C 2.55 -0.21 -0.91
N -1.70 0.07 0.25
S 3.24 1.05 -0.40
S -0.17 -0.64 0.52
H 0.43 -0.24 -0.62
H -1.96 0.62 1.06
H -2.40 -0.65 0.10
```

Version iii
Formula: CH3NS2
Source: OMol25
Level of theory: the ωB97M-V functional and the def2-TZVPD basis

Total charge: 0
Lowest unoccupied orbital energy (alpha / beta) (eV): -1.04 / -1.04
HOMO energy (alpha / beta) (eV): -8.1 / -8.1

Geometry as XYZ:
```
7
CH3NS2 the ωB97M-V functional and the def2-TZVPD basis
C -0.21 -2.20 0.61
N 0.43 1.52 -0.49
S -1.07 -2.31 1.97
S -0.50 0.24 -0.97
H -0.17 -1.14 -0.27
H 0.17 2.24 0.12
H 1.34 1.65 -0.98
```

Most favorable structure: version i. The second most favorable one is 7.1 kcal/mol above it.

Version i
Formula: C4H12NS
Source: OMol25
Level of theory: the ωB97M-V functional and the def2-TZVPD basis

Total charge: +1
Lowest unoccupied orbital energy (eV): -4.68
HOMO energy (eV): -12.9

Geometry as XYZ:
```
18
C4H12NS the ωB97M-V functional and the def2-TZVPD basis
C -2.28 -0.65 -0.28
C -1.14 -0.36 -2.38
N -1.26 -0.09 -1.15
H -2.62 0.22 0.32
H -1.83 -1.40 0.35
H -3.08 -1.05 -0.95
H -1.92 -0.94 -2.91
H -0.38 0.24 -2.99
H -0.53 0.40 -0.62
C 1.67 -0.99 0.22
S 1.16 0.76 0.49
C 0.68 0.77 2.24
H 0.95 -1.67 0.61
H 2.67 -1.17 0.59
H 1.67 -1.12 -0.86
H 1.29 1.52 2.74
H -0.35 1.00 2.38
H 0.95 -0.16 2.72
```

Version ii
Formula: C4H12NS
Source: OMol25
Level of theory: the ωB97M-V functional and the def2-TZVPD basis

SMILES string: CSCCC[NH3+]
Total charge: +1
Lowest unoccupied orbital energy (eV): -3.53
HOMO energy (eV): -12.7

Geometry as XYZ:
```
18
C4H12NS the ωB97M-V functional and the def2-TZVPD basis
C -1.40 1.13 -0.50
C -1.23 -0.39 -0.43
C 0.20 -0.88 -0.36
S 1.04 -0.04 1.03
C 1.85 -1.39 1.89
N -0.20 1.81 -1.15
H -1.54 1.63 0.45
H -2.23 1.42 -1.15
H -1.74 -0.64 0.50
H -1.80 -0.84 -1.23
H 0.16 -1.94 -0.19
H 0.76 -0.65 -1.27
H 2.84 -1.67 1.55
H 1.90 -1.13 2.94
H 1.24 -2.30 1.88
H -0.03 1.34 -2.02
H 0.63 1.76 -0.55
H -0.43 2.77 -1.40
```

Version iii
Formula: C4H12NS
Source: OMol25
Level of theory: the ωB97M-V functional and the def2-TZVPD basis

SMILES string: C[C@H]([NH3+])CCS
Total charge: +1
Lowest unoccupied orbital energy (eV): -3.52
HOMO energy (eV): -12.8

Geometry as XYZ:
```
18
C4H12NS the ωB97M-V functional and the def2-TZVPD basis
C -1.12 1.11 1.29
C 0.01 0.56 0.42
C -0.30 -1.02 0.13
C 0.71 -1.70 -0.81
S 2.46 -1.34 -0.63
N 0.12 1.32 -0.91
H -1.43 2.18 0.87
H -1.07 1.18 2.38
H -2.00 0.32 1.27
H 0.98 0.63 0.83
H -0.40 -1.57 1.06
H -1.36 -1.00 -0.35
H 0.38 -1.65 -1.84
H 0.70 -2.76 -0.75
H 2.31 -0.88 0.66
H -0.81 1.41 -1.21
H 0.57 0.97 -1.77
H 0.26 2.25 -0.66
```

Version iv
Formula: C4H12NS
Source: OMol25
Level of theory: the ωB97M-V functional and the def2-TZVPD basis

Total charge: +1
Lowest unoccupied orbital energy (alpha / beta) (eV): -4.91 / -7.51
HOMO energy (alpha / beta) (eV): -15.3 / -11.6

Geometry as XYZ:
```
18
C4H12NS the ωB97M-V functional and the def2-TZVPD basis
C 1.38 -0.57 -1.20
C 1.70 1.78 -0.22
C 1.37 -0.27 1.21
C -4.67 -1.06 0.14
N 1.05 0.37 -0.09
S -0.83 0.77 -0.02
H 1.29 -0.01 -2.08
H 2.44 -0.96 -1.18
H 0.80 -1.48 -1.36
H 1.47 2.27 0.69
H 2.71 1.65 -0.26
H 1.28 2.40 -0.99
H 2.21 -0.84 1.17
H 1.31 0.50 1.98
H 0.47 -1.02 1.39
H -3.99 -0.50 0.89
H -4.30 -2.04 -0.06
H -5.68 -1.00 -0.02
```

Most favorable structure: version ii. The second most favorable one is 20.0 kcal/mol above it.

Version i
Formula: C4H12NS
Source: OMol25
Level of theory: the ωB97M-V functional and the def2-TZVPD basis

Total charge: +1
Lowest unoccupied orbital energy (eV): -3.50
HOMO energy (eV): -13.7

Geometry as XYZ:
```
18
C4H12NS the ωB97M-V functional and the def2-TZVPD basis
C -0.44 1.55 -0.26
C 0.16 -0.87 1.40
C -0.94 -1.41 -0.73
C 0.68 0.59 -0.53
N 0.27 -0.83 -0.04
S 2.29 1.11 -0.08
H -0.44 1.88 0.77
H -0.27 2.43 -0.76
H -1.47 1.12 -0.57
H 0.36 -1.90 1.72
H 0.89 -0.18 2.00
H -0.87 -0.36 1.69
H -1.13 -2.34 -0.14
H -1.83 -0.78 -0.55
H -0.54 -1.56 -1.79
H 0.59 0.56 -2.05
H 1.14 -1.34 -0.33
H 1.54 2.30 0.24
```

Version ii
Formula: C4H12NS
Source: OMol25
Level of theory: the ωB97M-V functional and the def2-TZVPD basis

Total charge: +1
Lowest unoccupied orbital energy (eV): -8.78
HOMO energy (eV): -11.9

Geometry as XYZ:
```
18
C4H12NS the ωB97M-V functional and the def2-TZVPD basis
C -1.77 1.96 -1.27
C -2.46 1.43 -0.08
C -3.49 2.03 0.52
C 0.83 0.38 -0.23
S 0.52 -0.87 -1.50
N 4.13 -4.20 1.82
H -2.10 1.43 -2.21
H -1.89 3.02 -1.47
H -0.68 1.82 -1.19
H -1.93 0.61 0.39
H -4.00 1.63 1.39
H -3.59 3.11 0.39
H 1.02 -0.21 0.69
H 1.77 0.79 -0.60
H 1.68 -0.77 -2.16
H 3.64 -4.57 2.61
H 3.56 -4.15 1.00
H 4.78 -3.44 1.92
```

Version iii
Formula: C4H12NS
Source: OMol25
Level of theory: the ωB97M-V functional and the def2-TZVPD basis

Total charge: +1
Lowest unoccupied orbital energy (eV): -3.23
HOMO energy (eV): -13.4

Geometry as XYZ:
```
18
C4H12NS the ωB97M-V functional and the def2-TZVPD basis
C 2.91 0.64 -1.01
C 1.72 1.05 -0.22
C 0.49 0.68 -0.48
N -0.64 1.16 0.35
H 2.63 0.12 -1.92
H 3.48 1.53 -1.29
H 3.57 0.02 -0.40
H 1.90 1.62 0.69
H 0.19 0.09 -1.33
H -0.28 1.78 1.07
H -1.33 1.64 -0.23
H -1.11 0.35 0.81
C -2.58 -1.74 0.27
S -1.99 -1.36 1.97
H -3.31 -2.53 0.33
H -3.04 -0.86 -0.17
H -1.74 -2.08 -0.34
H -0.88 -2.11 1.91
```

Version iv
Formula: C4H12NS
Source: OMol25
Level of theory: the ωB97M-V functional and the def2-TZVPD basis

Total charge: +1
Lowest unoccupied orbital energy (eV): -8.26
HOMO energy (eV): -13.1

Geometry as XYZ:
```
18
C4H12NS the ωB97M-V functional and the def2-TZVPD basis
C 0.53 0.81 -2.51
C 1.51 1.32 -1.50
C 2.70 1.83 -1.71
C -0.13 -0.09 1.17
S -1.28 -0.86 0.23
N -2.51 -1.90 3.22
H -0.43 1.33 -2.42
H 0.33 -0.24 -2.30
H 0.84 0.90 -3.54
H 1.33 0.90 -0.49
H 3.35 1.97 -0.85
H 3.08 2.12 -2.68
H 0.60 -0.74 1.64
H -0.49 0.74 1.78
H -1.54 -2.08 0.79
H -1.85 -1.70 2.51
H -2.61 -2.87 3.48
H -3.40 -1.44 3.17
```

Most favorable structure: version iii. The second most favorable one is 57.4 kcal/mol above it.

Version i
Formula: C4H10NO3
Source: OMol25
Level of theory: the ωB97M-V functional and the def2-TZVPD basis

Total charge: -1
Lowest unoccupied orbital energy (eV): 3.84
HOMO energy (eV): -4.4

Geometry as XYZ:
```
18
C4H10NO3 the ωB97M-V functional and the def2-TZVPD basis
O 2.01 2.31 0.17
C 1.71 1.35 0.92
O 2.21 1.01 2.00
C 0.48 0.56 0.43
C 0.51 -0.94 0.85
C -0.79 -1.67 0.55
N 0.24 0.70 -1.02
H -0.49 0.91 0.81
H 0.77 -0.96 1.91
H 1.43 -1.38 0.45
H -1.59 -1.31 1.19
H -1.11 -1.59 -0.49
H -0.52 -2.73 0.66
H 0.74 0.00 -1.55
H 0.74 1.60 -1.16
H -1.36 0.59 -1.72
H -2.66 1.21 -2.11
O -2.31 0.34 -1.88
```

Version ii
Formula: C4H10NO3
Source: OMol25
Level of theory: the ωB97M-V functional and the def2-TZVPD basis

Total charge: -1
Lowest unoccupied orbital energy (eV): 3.60
HOMO energy (eV): -2.8

Geometry as XYZ:
```
18
C4H10NO3 the ωB97M-V functional and the def2-TZVPD basis
C -0.90 -0.27 2.13
C 0.04 -0.73 1.04
N -0.06 -0.29 -0.20
C -1.03 0.66 -0.79
C -0.32 1.74 -1.61
O -1.20 2.59 -2.17
O 0.93 -1.54 1.38
H -1.56 -1.14 2.27
H -1.60 0.48 1.77
H -0.40 -0.06 3.06
H 0.56 -0.66 -0.91
H -1.73 0.10 -1.39
H -1.48 1.26 0.00
H 0.49 2.15 -0.94
H 0.34 1.26 -2.39
H 3.25 -1.49 -0.71
H 2.05 -1.87 0.11
O 2.60 -2.20 -0.65
```

Most favorable structure: version i. The second most favorable one is 35.8 kcal/mol above it.

Version i
Formula: C3H10OS2
Source: OMol25
Level of theory: the ωB97M-V functional and the def2-TZVPD basis

SMILES string: CCCSS.O
Total charge: 0
Lowest unoccupied orbital energy (eV): 0.45
HOMO energy (eV): -8.0

Geometry as XYZ:
```
16
C3H10OS2 the ωB97M-V functional and the def2-TZVPD basis
C 0.75 -0.94 -1.36
C 1.79 -0.83 -2.62
C -0.24 0.22 -1.25
S -1.56 -0.19 -0.13
S -1.37 0.72 1.66
H 0.29 -1.99 -1.42
H 1.22 -0.81 -0.35
H 1.81 -1.67 -3.45
H 2.87 -0.87 -2.22
H 1.68 0.15 -3.23
H 0.26 1.23 -1.03
H -0.91 0.33 -2.13
H -2.17 -0.29 2.29
H 1.98 0.54 1.81
H 3.22 0.96 2.65
O 2.86 0.40 1.74
```

Version ii
Formula: C3H10OS2
Source: OMol25
Level of theory: the ωB97M-V functional and the def2-TZVPD basis

SMILES string: CCCSS.O
Total charge: 0
Lowest unoccupied orbital energy (eV): 0.16
HOMO energy (eV): -9.1

Geometry as XYZ:
```
16
C3H10OS2 the ωB97M-V functional and the def2-TZVPD basis
S -1.40 0.82 -2.71
S -0.80 2.00 -1.00
C 0.61 0.29 1.60
C -1.51 1.04 0.41
C -0.65 -0.11 0.87
H -0.59 -0.26 -2.80
H 1.24 -0.54 1.97
H 0.33 0.92 2.46
H 1.21 0.90 0.90
H -2.48 0.69 -0.01
H -1.74 1.79 1.19
H -0.41 -0.74 -0.01
H -1.18 -0.75 1.60
O 2.62 -1.82 -1.18
H 1.77 -2.32 -1.21
H 2.99 -1.91 -2.08
```

Most favorable structure: version ii. The second most favorable one is 42.2 kcal/mol above it.

Version i
Formula: C3H10OS2
Source: OMol25
Level of theory: the ωB97M-V functional and the def2-TZVPD basis

SMILES string: CCSSC.O
Total charge: 0
Lowest unoccupied orbital energy (eV): -1.13
HOMO energy (eV): -8.9

Geometry as XYZ:
```
16
C3H10OS2 the ωB97M-V functional and the def2-TZVPD basis
C -1.61 1.77 -1.50
C -1.00 2.11 -0.16
S 0.41 1.21 0.25
S -0.67 -1.02 -0.04
C -0.20 -1.35 1.62
H -2.51 2.39 -1.63
H -1.82 0.76 -1.54
H -0.92 2.01 -2.31
H -0.77 3.25 -0.17
H -1.80 2.13 0.60
H -0.85 -0.65 2.31
H -0.38 -2.46 1.85
H 0.91 -1.31 1.98
H 2.60 -1.73 -1.00
H 2.75 -2.39 0.46
O 2.97 -2.54 -0.46
```

Version ii
Formula: C3H10OS2
Source: OMol25
Level of theory: the ωB97M-V functional and the def2-TZVPD basis

SMILES string: CSCSC.O
Total charge: 0
Lowest unoccupied orbital energy (eV): 0.61
HOMO energy (eV): -8.5

Geometry as XYZ:
```
16
C3H10OS2 the ωB97M-V functional and the def2-TZVPD basis
S 0.41 0.56 -0.21
S -2.49 -0.13 0.65
C 0.46 -0.73 -1.41
C -2.20 0.56 2.25
C -1.39 0.96 -0.26
H 0.29 -0.37 -2.44
H -0.37 -1.40 -1.14
H 1.40 -1.31 -1.39
H -2.80 0.02 3.00
H -2.56 1.60 2.20
H -1.15 0.58 2.59
H -1.73 0.82 -1.31
H -1.64 1.99 0.04
O 4.57 -0.66 -0.93
H 5.33 -1.27 -1.05
H 3.85 -1.22 -0.57
```

Version iii
Formula: C3H10OS2
Source: OMol25
Level of theory: the ωB97M-V functional and the def2-TZVPD basis

SMILES string: CCO.CSS
Total charge: 0
Lowest unoccupied orbital energy (eV): 0.56
HOMO energy (eV): -8.5

Geometry as XYZ:
```
16
C3H10OS2 the ωB97M-V functional and the def2-TZVPD basis
C -3.06 0.96 0.74
S -2.18 -0.30 -0.25
S -1.89 -1.81 1.15
H -3.59 1.60 0.04
H -2.42 1.53 1.41
H -3.78 0.47 1.39
H -0.60 -1.96 0.81
C 3.25 0.61 -0.69
O 2.87 1.95 -0.38
C 4.46 0.56 -1.60
H 3.40 -0.04 0.18
H 2.35 0.21 -1.16
H 3.21 2.20 0.48
H 5.35 0.70 -0.97
H 4.54 -0.39 -2.13
H 4.48 1.35 -2.35
```

Version iv
Formula: C3H10OS2
Source: OMol25
Level of theory: the ωB97M-V functional and the def2-TZVPD basis

SMILES string: CCCSS.O
Total charge: 0
Lowest unoccupied orbital energy (eV): 0.33
HOMO energy (eV): -9.0

Geometry as XYZ:
```
16
C3H10OS2 the ωB97M-V functional and the def2-TZVPD basis
C -1.72 0.60 -1.61
C -3.14 0.02 -1.86
C -0.93 -0.27 -0.64
S 0.60 0.67 -0.16
S 1.97 -0.93 0.20
H -1.20 0.79 -2.54
H -1.91 1.56 -1.11
H -3.45 -0.58 -1.01
H -3.27 -0.60 -2.74
H -3.81 0.88 -1.97
H -1.46 -0.64 0.22
H -0.50 -1.10 -1.20
H 1.26 -1.61 1.09
H 0.70 0.46 2.33
H 0.04 0.68 3.64
O 0.78 0.22 3.26
```

Most favorable structure: version iv. The second most favorable one is 6.7 kcal/mol above it.